[1]
ORCA calculation (wB97M-V/def2-TZVPD) on 2 unconnected molecules or ions with the total composition C15H21N5O4S2.

Highest occupied orbital energy: -8.6 eV
Gap between HOMO and LUMO: 8.916 eV
SMILES: O=S(=O)(Nc1ncc[nH]1)c1cccs1.CNC(=O)[C@@H]1CCCN1C(C)=O

The geometry in XYZ format:
```
47
Properties=species:S:1:pos:R:3:nbo_charge:R:1
O -1.113 -2.894 2.335 -0.6373
O -2.409 0.868 3.949 -0.6278
O 0.072 0.287 -1.787 -0.9027
O 2.299 -0.639 -1.989 -0.9344
N -0.694 1.050 -4.651 -0.4903
S -1.154 -2.392 -3.251 0.5256
C -0.920 -1.969 3.118 0.6944
C -1.256 1.013 4.336 0.6685
C 0.566 1.365 -4.596 0.4804
C -1.290 1.959 -5.516 -0.0815
C -0.923 -3.642 -4.468 -0.3691
C 0.305 -3.567 -5.083 -0.2647
C 1.109 -2.470 -4.570 -0.2007
C -0.356 2.827 -6.007 -0.1238
C 0.443 -1.774 -3.591 -0.5232
N 0.826 2.439 -5.410 -0.5404
N -1.028 1.764 5.418 -0.6136
N -0.445 -0.769 2.729 -0.4272
N 1.531 0.751 -3.868 -0.8398
C -1.200 -2.220 4.591 -0.7115
C 0.262 2.083 6.031 -0.4166
C -0.061 -0.484 1.356 -0.2103
C 1.061 0.542 1.465 -0.4016
C 0.607 1.379 2.658 -0.4031
C -0.073 0.363 3.589 -0.1291
S 1.046 -0.334 -2.692 2.2641
H -2.345 1.969 -5.773 0.2140
H -1.679 -4.386 -4.698 0.2458
H 0.640 -4.248 -5.861 0.2338
H 2.111 -2.227 -4.918 0.2435
H -0.529 3.635 -6.711 0.2279
H 1.747 2.835 -5.572 0.4142
H -1.860 2.152 5.838 0.4086
H 2.232 1.346 -3.472 0.4240
H -2.046 -1.612 4.902 0.2411
H -0.318 -1.987 5.182 0.2067
H -1.455 -3.270 4.722 0.2425
H 0.793 1.168 6.300 0.1982
H 0.873 2.669 5.342 0.1967
H 0.102 2.671 6.936 0.2169
H -0.912 -0.054 0.824 0.2047
H 0.293 -1.374 0.835 0.2344
H 1.999 0.036 1.698 0.2001
H 1.157 1.142 0.560 0.2339
H -0.119 2.119 2.317 0.2153
H 1.451 1.871 3.142 0.2126
H 0.661 0.010 4.312 0.2007
```

=====

[2]
ORCA calculation (wB97M-V/def2-TZVPD) on a single C15H21NO4 molecule.

Highest occupied orbital energy: -8.6 eV
Gap between HOMO and LUMO: 9.286 eV
SMILES: Cc1cc(C(=O)OCC(=O)N2CCC(C)CC2)c(C)o1

The geometry in XYZ format:
```
41
Properties=species:S:1:pos:R:3:nbo_charge:R:1
C -4.259 -1.533 2.318 -0.6501
C -3.539 -0.806 1.241 0.2814
C -2.405 -0.061 1.248 -0.2796
C -2.209 0.385 -0.096 -0.2796
C -3.257 -0.132 -0.824 0.3898
O -4.055 -0.849 -0.017 -0.4053
C -3.600 -0.015 -2.260 -0.6764
H -3.628 -1.000 -2.725 0.2287
H -2.855 0.601 -2.753 0.2641
H -4.584 0.437 -2.377 0.2298
C -1.125 1.220 -0.597 0.7951
O -0.972 1.551 -1.752 -0.6193
O -0.286 1.570 0.392 -0.5041
C 0.818 2.403 0.067 -0.1756
H 0.847 2.568 -1.018 0.2276
H 0.681 3.363 0.574 0.2200
C 2.139 1.814 0.567 0.6556
O 2.850 2.460 1.317 -0.6251
N 2.472 0.584 0.138 -0.4299
C 1.704 -0.225 -0.788 -0.2238
H 0.910 -0.764 -0.255 0.1879
C 2.619 -1.220 -1.492 -0.4093
H 3.399 -0.663 -2.013 0.2093
C 3.249 -2.213 -0.503 -0.2151
C 2.397 -3.471 -0.353 -0.6012
H 2.332 -4.006 -1.298 0.2075
H 1.388 -3.215 -0.034 0.2003
H 2.832 -4.137 0.388 0.2099
C 3.443 -1.528 0.858 -0.4113
C 3.670 -0.033 0.685 -0.2198
H 3.877 0.454 1.640 0.2428
H 4.523 0.150 0.022 0.1877
H 4.290 -1.966 1.386 0.2200
H 2.555 -1.676 1.477 0.2012
H 4.228 -2.510 -0.893 0.2017
H 2.041 -1.758 -2.245 0.2183
H 1.233 0.416 -1.537 0.2263
H -1.773 0.161 2.083 0.2378
H -3.726 -1.417 3.256 0.2311
H -5.269 -1.141 2.429 0.2263
H -4.336 -2.592 2.077 0.2255
```

=====

[3]
ORCA calculation (wB97M-V/def2-TZVPD) on a single C15H21NO4 molecule.

Highest occupied orbital energy: -8.9 eV
Gap between HOMO and LUMO: 9.577 eV
SMILES: CCCCCOc1ccccc1C(=O)NCCC(=O)O

The geometry in XYZ format:
```
41
Properties=species:S:1:pos:R:3:nbo_charge:R:1
C -4.190 -1.706 0.216 -0.6066
C -3.401 -2.576 -0.756 -0.3873
C -1.894 -2.316 -0.721 -0.4091
C -1.223 -2.846 0.546 -0.4124
C 0.295 -2.709 0.474 -0.0556
H 0.655 -3.119 -0.478 0.1789
H 0.768 -3.261 1.299 0.1783
O 0.622 -1.335 0.572 -0.5283
C 1.860 -0.906 0.192 0.3200
C 2.909 -1.775 -0.093 -0.2995
C 4.140 -1.292 -0.504 -0.1746
C 4.346 0.068 -0.647 -0.2438
C 3.312 0.937 -0.356 -0.1588
C 2.073 0.479 0.078 -0.1412
C 1.059 1.538 0.373 0.6631
O 1.122 2.640 -0.139 -0.6338
N 0.136 1.223 1.315 -0.6170
H 0.030 0.252 1.565 0.4143
C -0.939 2.119 1.644 -0.2154
H -0.614 3.130 1.385 0.2413
H -1.131 2.064 2.719 0.2022
C -2.236 1.780 0.883 -0.5198
H -2.459 0.720 1.008 0.2192
C -2.051 2.090 -0.582 0.7983
O -2.436 3.083 -1.134 -0.5838
O -1.389 1.114 -1.217 -0.6973
H -1.189 1.382 -2.128 0.5038
H -3.054 2.387 1.269 0.2382
H 3.438 2.004 -0.459 0.2409
H 5.300 0.446 -0.978 0.2172
H 4.936 -1.990 -0.713 0.2147
H 2.778 -2.840 0.013 0.2186
H -1.464 -3.903 0.676 0.2076
H -1.580 -2.304 1.422 0.2024
H -1.699 -1.247 -0.814 0.2249
H -1.439 -2.812 -1.583 0.1970
H -3.763 -2.382 -1.767 0.2032
H -3.588 -3.629 -0.535 0.1908
H -5.251 -1.937 0.151 0.2132
H -4.058 -0.654 -0.026 0.2001
H -3.871 -1.874 1.242 0.1964
```

=====

[4]
ORCA calculation (wB97M-V/def2-TZVPD) on a single C15H21NO5 molecule.

Highest occupied orbital energy: -8.3 eV
Gap between HOMO and LUMO: 9.025 eV
SMILES: COc1ccc(C(=O)NCCCCCC(=O)O)cc1OC

The geometry in XYZ format:
```
42
Properties=species:S:1:pos:R:3:nbo_charge:R:1
C 4.763 0.645 1.576 -0.2509
H 4.246 0.401 2.511 0.1766
O 4.024 0.231 0.454 -0.4847
C 2.795 0.779 0.253 0.2608
C 2.179 1.701 1.083 -0.2991
C 0.893 2.143 0.810 -0.1688
C 0.215 1.689 -0.308 -0.1552
C 0.856 0.821 -1.192 -0.2764
C 2.118 0.340 -0.908 0.3057
O 2.770 -0.611 -1.648 -0.5176
C 2.209 -0.987 -2.887 -0.2656
H 2.118 -0.130 -3.560 0.1796
H 2.904 -1.708 -3.314 0.2003
H 1.227 -1.456 -2.760 0.1963
H 0.353 0.515 -2.094 0.2325
C -1.229 2.039 -0.462 0.6608
O -1.709 3.094 -0.095 -0.6273
N -1.958 1.031 -1.001 -0.6344
H -1.506 0.140 -1.154 0.4204
C -3.399 1.002 -0.967 -0.2187
H -3.747 2.037 -0.948 0.2319
H -3.751 0.520 -1.884 0.1907
C -3.943 0.247 0.256 -0.4059
H -3.806 0.863 1.146 0.2057
C -3.257 -1.111 0.468 -0.4142
H -3.980 -1.832 0.854 0.2059
C -2.086 -1.020 1.454 -0.3866
H -1.529 -0.095 1.295 0.2107
H -2.481 -0.989 2.471 0.2116
C -1.116 -2.206 1.342 -0.5139
C -0.161 -2.024 0.190 0.8257
O -0.480 -1.733 -0.938 -0.6500
O 1.103 -2.199 0.555 -0.6758
H 1.732 -2.021 -0.170 0.5072
H -0.524 -2.311 2.251 0.2331
H -1.681 -3.128 1.184 0.2333
H -2.901 -1.491 -0.490 0.2104
H -5.015 0.108 0.111 0.2094
H 0.399 2.832 1.478 0.2343
H 2.683 2.066 1.963 0.2230
H 4.973 1.719 1.547 0.1776
H 5.701 0.094 1.529 0.2019
```

=====

[5]
ORCA calculation (wB97M-V/def2-TZVPD) on a molecular structure, C15H22BCl30F3O3Si2.

Highest occupied orbital energy: -8.9 eV
Gap between HOMO and LUMO: 8.538 eV

The geometry in XYZ format:
```
76
Properties=species:S:1:pos:R:3:mulliken_charge:R:1
O 0.349 -6.578 -1.005 -0.5930
B -0.118 -5.260 -0.592 0.4784
O -0.269 -5.061 0.821 -0.4284
C -0.452 -4.184 -1.756 -0.4048
Si -0.253 -2.344 -1.253 0.0250
C -1.935 -1.390 -1.430 -0.2404
C -3.071 -2.386 -0.873 0.0001
C -4.210 -1.660 -0.048 0.0129
F -5.523 -1.733 -0.610 -0.2897
C -4.045 -0.964 1.166 0.2213
F -4.428 0.394 1.268 -0.2237
F -3.553 -1.537 2.350 -0.1909
O 0.228 -2.109 0.394 0.2404
Si 1.919 -1.784 0.551 0.4918
H -0.420 -7.171 -1.109 0.2869
H -1.212 -5.022 1.070 0.2702
H 0.217 -4.460 -2.649 0.2617
H -1.525 -4.334 -2.141 0.2029
H 0.733 -1.768 -2.201 -0.2075
H -2.082 -1.079 -2.511 0.2647
H -1.812 -0.468 -0.768 0.3105
H -2.536 -3.112 -0.167 -0.0452
H -3.517 -2.922 -1.778 0.1167
H 2.323 -2.319 1.857 -0.2222
H 2.087 -0.321 0.565 -0.1113
H 2.769 -2.414 -0.460 -0.1800
C 2.190 2.811 -0.365 -0.3980
Cl 0.606 2.366 0.288 -0.0474
Cl 3.475 2.403 0.781 0.0325
Cl 2.468 2.011 -1.918 0.0579
H 2.204 3.887 -0.526 0.3851
C 1.771 -2.083 5.222 -0.0264
Cl 3.105 -3.197 5.549 -0.1344
Cl 2.332 -0.405 5.286 -0.1229
Cl 1.040 -2.430 3.650 0.0020
H 1.014 -2.220 5.991 0.2345
C 4.859 3.293 -5.058 -0.0085
Cl 4.086 1.751 -4.666 -0.0758
Cl 4.529 4.495 -3.803 -0.0986
Cl 6.602 3.078 -5.268 -0.1314
H 4.444 3.655 -5.996 0.2845
C -0.443 1.775 6.597 0.2803
Cl -0.638 0.068 7.018 -0.1315
Cl -1.751 2.305 5.532 -0.1205
Cl -0.389 2.772 8.057 -0.1496
H 0.499 1.892 6.067 0.1081
C -0.598 5.706 3.914 0.1989
Cl -0.376 6.124 2.209 -0.1135
Cl 0.835 4.885 4.548 -0.1097
Cl -0.956 7.153 4.866 -0.1307
H -1.443 5.026 3.993 0.1563
C -0.010 3.157 -5.293 0.1602
Cl -0.114 3.182 -3.527 -0.0649
Cl -1.322 4.106 -6.005 -0.1345
Cl 1.556 3.766 -5.839 -0.0857
H -0.114 2.127 -5.627 0.1208
C 7.374 1.509 1.097 0.0261
Cl 6.852 1.560 -0.593 -0.0825
Cl 6.018 1.861 2.178 -0.0983
Cl 8.085 -0.064 1.482 -0.1244
H 8.134 2.273 1.243 0.2888
C -2.384 -2.912 -5.478 0.6177
Cl -1.727 -4.554 -5.435 -0.1255
Cl -3.434 -2.625 -4.082 -0.1005
Cl -1.078 -1.721 -5.525 -0.0760
H -2.979 -2.805 -6.380 -0.3175
C -3.161 2.203 10.472 0.5592
Cl -3.353 0.495 10.888 -0.1293
Cl -4.465 2.734 9.402 -0.1201
Cl -3.111 3.199 11.934 -0.1299
H -2.218 2.322 9.945 -0.1694
C -3.435 -0.979 -9.160 0.0568
Cl -3.653 -2.688 -8.756 -0.1447
Cl -4.752 -0.417 -10.197 -0.1187
Cl -3.335 0.010 -7.694 -0.0957
H -2.501 -0.875 -9.706 0.3002
```